Entry 1:
# C18H19NO4

A single C18H19NO4 molecule (ωB97M-V/def2-TZVPD, OMol25).

## Properties
gap between HOMO and LUMO	9.3	eV
energy relative to the best compared isomer or geometry (same formula, charge and spin)	6.2	kcal per mole
charge	0
SMILES	COc1ccc([C@H](CC(=O)O)NC(=O)Cc2ccccc2)cc1
LUMO energy	0.4696	eV
DFT total energy	-1053.07284	Ha

Geometry (Å):
C -2.19942 0.76724 -5.19053
O -2.64141 -0.17265 -4.24061
C -2.17464 -0.08476 -2.96867
C -1.25739 0.85905 -2.51731
C -0.85418 0.85021 -1.19384
C -1.34198 -0.09146 -0.29845
C -0.88992 -0.08096 1.13770
C -1.42722 1.16322 1.89020
C -2.36326 0.77053 3.03386
O -3.50173 1.14776 3.08694
O -1.83550 -0.01963 3.95377
N 0.56593 -0.12680 1.17270
C 1.26868 -0.34889 2.28929
O 0.74702 -0.49401 3.38599
C 2.78313 -0.38969 2.12126
C 3.23656 -0.36375 0.69269
C 3.34162 -1.54488 -0.03450
C 3.71600 -1.52054 -1.36604
C 3.98790 -0.31433 -1.98980
C 3.88796 0.86717 -1.27483
C 3.51358 0.84260 0.05723
C -2.25915 -1.03092 -0.75436
C -2.67254 -1.02906 -2.06859
H -2.46878 1.78791 -4.90117
H -2.70932 0.51038 -6.11748
H -1.11723 0.70504 -5.34465
H -0.85488 1.60746 -3.18125
H -0.15263 1.60149 -0.85839
H -1.26116 -0.98581 1.63827
H -1.97648 1.81443 1.21043
H -0.59275 1.72627 2.31410
H -0.87221 -0.22288 3.80252
H 1.05434 -0.01828 0.29602
H 3.18278 0.46551 2.67244
H 3.13157 -1.29233 2.62771
H 3.12998 -2.48737 0.44947
H 3.79708 -2.44509 -1.91770
H 4.28150 -0.29572 -3.02844
H 4.10425 1.81026 -1.75445
H 3.43917 1.76708 0.61261
H -2.65771 -1.76547 -0.07104
H -3.38662 -1.75184 -2.42893



Entry 2:
# C5H10O2

A single C5H10O2 molecule (ωB97M-V/def2-TZVPD, OMol25).

## Properties
gap between HOMO and LUMO	10.8	eV
energy relative to the best compared isomer or geometry (same formula, charge and spin)	57.0	kcal per mole
charge	0
SMILES	CO[C@H]1C[C@H]1CO
LUMO energy	1.0017	eV
DFT total energy	-346.93457	Ha

Geometry (Å):
C 2.27881 0.66311 0.19444
O 1.05029 0.37635 -0.43777
C 0.41496 -0.73390 0.11394
C -0.33593 -0.58164 1.40690
C -1.07973 -0.72922 0.10077
C -1.81440 0.45309 -0.48847
O -1.88570 0.37151 -1.89760
H 2.97118 -0.18886 0.12580
H 2.13274 0.90801 1.25630
H 2.71690 1.52180 -0.32123
H 0.93874 -1.67574 -0.06818
H -0.33950 -1.40765 2.11321
H -0.33284 0.40866 1.86024
H -1.55126 -1.68984 -0.09402
H -2.84995 0.46161 -0.12755
H -1.33091 1.38723 -0.16319
H -0.97344 0.39066 -2.21769



Entry 3:
# C36H22BiCl2N7O2

A molecular structure, C36H22BiCl2N7O2 in a non-equilibrium geometry (ωB97M-V/def2-TZVPD, OMol25).

## Properties
gap between HOMO and LUMO	6.4	eV
energy relative to the best compared isomer or geometry (same formula, charge and spin)	12.3	kcal per mole
charge	0
LUMO energy	-0.6660	eV
DFT total energy	-3053.94523	Ha

Geometry (Å):
Bi -0.74878 0.10770 -0.17603
Cl -6.50748 0.37780 -4.25833
C -5.02308 0.82070 -3.50253
C -4.20508 -0.15910 -2.97073
C -3.01938 0.16770 -2.31583
N -2.18648 -0.77600 -1.74793
C -2.50228 -2.06600 -1.56503
O -3.57178 -2.62830 -1.76703
C -1.34268 -2.86420 -1.04123
C -1.51708 -4.22640 -0.80283
C -0.43868 -4.98250 -0.38643
C 0.79752 -4.36000 -0.27903
C 0.87472 -2.99920 -0.52393
N -0.16958 -2.26320 -0.86913
C -2.63018 1.52870 -2.24423
C -3.46048 2.49860 -2.80253
C -4.65748 2.15580 -3.40203
Cl -5.68968 3.40420 -3.99153
N -1.48288 1.84720 -1.53633
C -0.90678 3.05550 -1.55803
O -1.12368 3.98800 -2.32273
C 0.11372 3.26450 -0.46763
C 0.86042 4.44150 -0.46223
C 1.70962 4.69180 0.59957
C 1.75702 3.78090 1.64777
C 1.00292 2.62590 1.54547
N 0.22252 2.37470 0.50897
H -4.50668 -1.19060 -3.03203
H -2.49558 -4.65800 -0.94673
H -0.54878 -6.03590 -0.16933
H 1.68522 -4.91270 -0.00953
H 1.82452 -2.49330 -0.45183
H -3.17208 3.53530 -2.75123
H 0.74462 5.12350 -1.29043
H 2.31042 5.58980 0.61387
H 2.36502 3.95150 2.52127
H 1.01172 1.87610 2.32217
C 2.25172 1.30390 -3.37433
C 1.10282 0.95890 -2.65673
N 1.16442 0.44500 -1.44813
C 2.34692 0.16100 -0.87453
C 3.56582 0.38810 -1.57723
C 3.47682 1.00820 -2.84053
C 4.78582 -0.00910 -1.01363
C 4.79412 -0.64620 0.20587
C 3.62342 -0.84910 0.91867
C 2.38372 -0.39160 0.45047
N 1.21072 -0.51690 1.07447
C 1.00552 -0.67850 2.40477
C 1.89642 -0.25030 3.38727
C 1.59322 -0.33870 4.74217
C 0.37882 -0.81110 5.16827
C -0.58058 -1.20770 4.21927
C -1.88548 -1.60640 4.58247
C -2.78128 -1.97860 3.61557
C -2.35438 -1.97010 2.27947
N -1.16248 -1.57990 1.90767
C -0.27048 -1.17610 2.83207
H 2.15792 1.78890 -4.33173
H 0.12202 1.11560 -3.07263
H 4.39352 1.22250 -3.36853
H 5.69972 0.17600 -1.55263
H 5.73292 -0.97800 0.62537
H 3.65962 -1.38910 1.85127
H 2.82982 0.20550 3.09157
H 2.33142 -0.01510 5.46107
H 0.12922 -0.85690 6.21787
H -2.16348 -1.57510 5.62547
H -3.79618 -2.26020 3.85387
H -3.01568 -2.28070 1.48067



Entry 4:
# C5H11Br

2 unconnected molecules or ions with the total composition C5H11Br in a non-equilibrium geometry (ωB97M-V/def2-TZVPD, OMol25).

## Properties
gap between HOMO and LUMO	10.2	eV
energy relative to the best compared isomer or geometry (same formula, charge and spin)	32.4	kcal per mole
charge	0
SMILES	C=C(C)CC.Br
LUMO energy	0.8215	eV
DFT total energy	-2771.05993	Ha

Geometry (Å):
C 0.97869 -0.08257 -0.59807
C -0.10942 -0.42507 0.07268
C -0.30355 -1.92379 0.63529
C -1.30348 0.44177 0.45037
C -1.74017 1.41288 -0.63740
H 1.17018 0.91389 -0.92736
H 1.73688 -0.77611 -0.90714
H -0.44557 -2.51997 -0.28337
H 0.60710 -2.14890 1.20487
H -1.17413 -1.85942 1.26377
H -0.94235 0.89423 1.41341
H -2.18369 -0.28484 0.55899
H -0.84218 1.92973 -0.96400
H -2.46465 2.11194 0.00246
H -2.12069 0.88015 -1.52467
Br 5.06919 0.24730 0.03409
H 4.06783 1.18877 0.20609



Entry 5:
# C3H4Br2O2

A molecular structure, C3H4Br2O2 in a non-equilibrium geometry (ωB97M-V/def2-TZVPD, OMol25).

## Properties
gap between HOMO and LUMO	8.1	eV
energy relative to the best compared isomer or geometry (same formula, charge and spin)	50.8	kcal per mole
charge	0
LUMO energy	-0.6443	eV
DFT total energy	-5415.11232	Ha

Geometry (Å):
C -0.47092 -0.13930 0.26523
C -1.12843 -0.71819 1.48991
C 1.65743 0.91028 -1.93591
O -1.18762 -0.04050 -0.78918
O 0.69730 0.23635 0.37367
Br 2.92319 -0.40491 -2.11607
Br 2.18431 2.48073 -1.24901
H -0.51383 -0.73175 2.31182
H -1.97746 -0.17987 1.88501
H -1.39019 -1.72375 1.31543
H -0.79377 0.31093 -1.55092



Entry 6:
# C4H8INO2S

3 unconnected molecules or ions with the total composition C4H8INO2S in a non-equilibrium geometry (ωB97M-V/def2-TZVPD, OMol25).

## Properties
gap between HOMO and LUMO	8.5	eV
energy relative to the best compared isomer or geometry (same formula, charge and spin)	21.3	kcal per mole
charge	0
LUMO energy	-0.0298	eV
DFT total energy	-1058.19347	Ha

Geometry (Å):
C -0.45594 0.91282 -3.55942
C 0.63856 -0.28152 2.79735
C -0.78206 -0.00800 -0.92919
C -0.62692 -0.20521 1.96760
N 0.42316 0.40862 -4.15458
O -1.29956 1.66064 -3.16087
O -1.56713 0.48368 2.78061
S -0.29734 0.74762 0.36660
I 2.25565 -1.37646 -1.45486
H 0.49862 -0.82222 3.63969
H 0.94583 0.70057 3.19044
H 1.48928 -0.53132 2.13104
H -1.13332 -1.06229 -0.84831
H -0.93191 -1.20242 1.66654
H 2.27811 0.16078 -2.02192
H 0.73090 -0.47593 -4.58378
H -2.16594 0.89065 2.17306